Entry 1:
# C37H62BKN4O6P2Sb

A structure of composition C37H62BKN4O6P2Sb (ωB97M-V with the def2-TZVPD basis set, the Open Molecules 2025 dataset).

The geometry in ORCA input format:
```
! wB97M-V def2-TZVPD RIJCOSX def2/J DEFGRID3
* xyz -1 1
K 0.15888 0.19411 0.16511
C 2.97963 0.95128 -3.12563
C 3.92079 0.36620 -2.06018
C 4.23650 1.48260 -1.05301
C 5.21425 -0.06315 -2.74757
P 2.90719 -0.95652 -1.17418
C 2.42369 -2.03659 -2.62192
N 1.10301 -1.73549 -3.13326
B 0.01302 -1.00906 -2.41647
N -1.07242 -1.20505 -3.42017
C -2.46115 -0.84486 -3.26653
P -2.76743 0.39104 -1.90445
C -4.58070 -0.03624 -1.58584
C -5.45450 -0.44352 -2.77607
C -4.51767 -1.22905 -0.61801
C -5.24463 1.11979 -0.83327
C -2.68993 2.01302 -2.86729
C -3.77332 2.27309 -3.91272
C -2.68204 3.15924 -1.84457
C -1.33336 2.02176 -3.58940
C -0.67361 -1.95514 -4.51446
C -1.36552 -2.39004 -5.63063
C -0.68726 -3.16089 -6.58990
C 0.64797 -3.48904 -6.41463
C 1.35009 -3.05752 -5.27614
C 0.68760 -2.28859 -4.33574
C 4.09010 -2.15379 -0.31384
C 3.15054 -3.04884 0.51056
C 4.97800 -1.37814 0.66867
C 4.97737 -3.05625 -1.17473
H 3.42441 1.87441 -3.51823
H 1.99035 1.18292 -2.72537
H 2.82289 0.26582 -3.96109
H 4.71872 2.31463 -1.58083
H 4.90927 1.15441 -0.25889
H 3.33202 1.85564 -0.56799
H 5.60587 0.77786 -3.33496
H 5.06087 -0.89631 -3.43714
H 5.98729 -0.34664 -2.03132
H 2.46537 -3.07856 -2.28815
H 3.16974 -1.95137 -3.42083
H -3.05663 -1.73377 -3.02883
H -2.86801 -0.45690 -4.20898
H -5.08939 -1.34945 -3.26249
H -5.52978 0.33613 -3.53116
H -6.47159 -0.65676 -2.42098
H -3.98356 -2.08158 -1.04526
H -5.53598 -1.55546 -0.37415
H -4.01152 -0.95811 0.31227
H -5.49943 1.95213 -1.49141
H -4.60133 1.50264 -0.03834
H -6.17433 0.77023 -0.36735
H -4.76116 2.41322 -3.47205
H -3.83490 1.46602 -4.64652
H -3.52839 3.19114 -4.46269
H -3.63649 3.26421 -1.32662
H -2.47209 4.10778 -2.35382
H -1.91215 3.00361 -1.08486
H -1.30031 1.30039 -4.40888
H -0.50557 1.76784 -2.92462
H -1.16604 3.02389 -4.00463
H -2.41464 -2.14921 -5.76119
H -1.21589 -3.50798 -7.47029
H 1.15588 -4.09069 -7.15961
H 2.38984 -3.33099 -5.13485
H 2.57003 -2.46469 1.23099
H 3.74098 -3.78905 1.06481
H 2.44295 -3.58890 -0.12396
H 4.41970 -0.60021 1.19805
H 5.82294 -0.90692 0.16225
H 5.38637 -2.07311 1.41221
H 4.39593 -3.71020 -1.82604
H 5.57514 -3.70435 -0.51895
H 5.67160 -2.49165 -1.79371
C -4.68708 2.60951 4.04997
C -4.32378 1.95030 2.71352
Sb -2.25837 1.31059 2.37751
C -1.43165 2.66141 3.85920
C -0.01200 3.15437 3.56173
C -2.53070 -0.53153 3.46602
C -3.16615 -0.47617 4.85739
H -5.76953 2.73322 4.15286
H -4.25021 3.60527 4.13759
H -4.34278 2.03925 4.91176
H -4.58325 2.62775 1.89681
H -4.92251 1.04764 2.55261
H -1.51283 2.24105 4.86510
H -2.12229 3.50500 3.82268
H 0.74356 2.38224 3.69335
H 0.25978 3.98478 4.22052
H 0.08207 3.51403 2.53408
H -1.54406 -0.99629 3.48782
H -3.14629 -1.13228 2.78916
H -2.62088 0.18744 5.53489
H -3.17574 -1.46597 5.32339
H -4.19970 -0.13006 4.82075
O 2.32703 0.68645 1.65507
C 1.57721 0.26050 2.54640
O 0.37573 -0.08839 2.43085
C 2.16978 0.13495 3.95437
C 3.53115 0.31341 4.16362
C 4.02485 0.19917 5.44113
C 3.23636 -0.06486 6.53971
C 1.89177 -0.21817 6.28914
C 1.34146 -0.13347 5.03410
N 0.98798 -0.48993 7.46533
O -0.20263 -0.51353 7.24890
O 1.52392 -0.69749 8.53399
N 5.50521 0.38046 5.67154
O 6.20077 0.53839 4.69523
O 5.89869 0.25596 6.81336
H 4.17649 0.54249 3.32569
H 3.64464 -0.14252 7.53384
H 0.27989 -0.27139 4.87173
*
```

Energy relative to the best compared isomer or geometry (same formula, charge and spin)   13.2 kcal per mole
Highest occupied orbital energy   -2.97 eV
E_tot   -3665.208223 hartree
HOMO-LUMO gap   4.2 eV

Entry 2:
# C37H62FN4O12S

A cluster of 6 separate species, C37H62FN4O12S in total (ωB97M-V with the def2-TZVPD basis set, the Open Molecules 2025 dataset).

The geometry in ORCA input format:
```
! wB97M-V def2-TZVPD RIJCOSX def2/J DEFGRID3
* xyz 1 1
C -2.20525 5.25436 -4.14343
C -1.04512 4.30753 -4.08223
C -0.78592 3.27265 -2.82582
C -1.75764 3.08837 -1.51932
C -1.40190 2.03928 -0.32732
C -2.38590 1.80144 1.00445
C -2.60722 0.16255 1.19934
O -3.14034 -0.29646 2.36407
F -2.28287 -0.83490 0.11860
N -0.14615 1.25957 -0.40952
N 0.65670 1.44393 -1.48492
C 0.56380 2.28940 -2.72087
C 1.72415 2.26262 -3.92300
C 1.50667 0.81634 -4.73394
C 2.89612 -0.05371 -4.88434
C 3.09541 -1.04363 -3.56939
C 4.52790 -1.85730 -3.85649
C 4.32857 -3.46502 -3.59695
C 4.58331 -3.84996 -2.00701
S 6.34573 -4.47048 -1.85328
C 6.56965 -5.52406 -0.29455
N 6.02211 -6.92486 0.00490
N 6.50758 -7.16710 1.30603
C 7.36758 -6.04312 1.85972
O 7.38624 -4.99004 0.83221
H -2.16570 6.32666 -3.65115
H -3.17683 4.94225 -4.73525
H -0.28206 4.37172 -4.99614
H -2.76704 3.70088 -1.42466
H -1.96423 2.32574 1.97212
H -3.46050 2.22311 0.72482
H 1.55252 0.86283 -1.45435
H 1.60060 3.16009 -4.66773
H 2.81718 2.31310 -3.44545
H 0.75134 0.15041 -4.10562
H 0.98166 1.07293 -5.75266
H 2.74519 -0.79083 -5.81119
H 3.82569 0.65285 -5.07427
H 3.12188 -0.47151 -2.54494
H 2.25293 -1.86999 -3.56169
H 4.81816 -1.70571 -5.00256
H 5.38083 -1.41381 -3.17818
H 3.30890 -3.90174 -4.02103
H 5.19215 -4.01445 -4.20506
H 4.36450 -2.87068 -1.35989
H 3.85301 -4.68995 -1.63213
H 7.92285 -5.91674 2.88708
O 7.59529 -3.13500 -5.30543
C 8.78207 -3.45441 -5.35769
O 9.16848 -4.68543 -4.95191
C 10.49375 -5.22174 -5.13119
C 11.41820 -4.76848 -4.01795
C 9.81881 -2.46680 -5.78738
H 10.88148 -4.98478 -6.12565
H 10.39113 -6.31376 -5.09029
H 11.53398 -3.68287 -4.00685
H 12.40647 -5.22058 -4.12954
H 11.00890 -5.05177 -3.04241
H 10.07971 -1.82787 -4.93885
H 9.40221 -1.85205 -6.58918
H 10.72060 -2.92195 -6.19314
O 1.09271 -1.10068 7.38802
C 0.70679 -1.52872 6.30125
O -0.61192 -1.51729 6.00078
C -1.15251 -1.82908 4.70206
C -1.31593 -3.32643 4.52707
C 1.67152 -2.14091 5.33723
H -0.55414 -1.37339 3.90851
H -2.14033 -1.35264 4.65829
H -0.35744 -3.84611 4.58455
H -1.77537 -3.55386 3.56233
H -1.94562 -3.73759 5.32325
H 1.85591 -3.17999 5.62468
H 2.60910 -1.58110 5.38085
H 1.34396 -2.10123 4.29985
O -8.66739 3.13690 2.93623
C -7.86998 2.56320 3.67665
O -6.67442 2.15439 3.19405
C -5.60451 1.63413 4.00691
C -5.79426 0.15310 4.27136
C -8.23991 2.23615 5.08768
H -5.49088 2.21652 4.92525
H -4.68199 1.78054 3.43052
H -6.71384 -0.04282 4.82639
H -4.95349 -0.24723 4.84266
H -5.87274 -0.39651 3.32732
H -8.83455 1.31824 5.09953
H -8.83568 3.05901 5.49056
H -7.38590 2.12710 5.75387
O -4.96533 4.50327 -6.22986
C -5.99122 4.12066 -5.66918
O -6.61513 4.92623 -4.77970
C -7.90597 4.65244 -4.20100
C -7.77916 3.73580 -2.99971
C -6.51366 2.73854 -5.89638
H -8.59998 4.26922 -4.95394
H -8.30700 5.62018 -3.87334
H -7.36315 2.76477 -3.27558
H -8.75384 3.57462 -2.53329
H -7.10064 4.17010 -2.25778
H -5.96462 2.03803 -5.26065
H -6.35639 2.47548 -6.94538
H -7.58225 2.63546 -5.71601
O -5.14809 2.82871 7.26900
C -3.96130 2.50930 7.21674
O -3.57489 1.27828 7.62252
C -2.24962 0.74197 7.44324
C -1.32517 1.19523 8.55648
C -2.92457 3.49691 6.78705
H -1.86190 0.97893 6.44878
H -2.35225 -0.35005 7.48414
H -1.20940 2.28085 8.56758
H -0.33690 0.74313 8.44489
H -1.73448 0.91194 9.53202
H -2.66366 4.13584 7.63558
H -3.34116 4.11166 5.98525
H -2.02278 3.04176 6.38129
*
```

Highest occupied orbital energy   -10.47 eV
E_tot   -3066.026713 hartree
HOMO-LUMO gap   4.9 eV

Entry 3:
# C37H63F3N9O5SV

A structure of composition C37H63F3N9O5SV (ωB97M-V with the def2-TZVPD basis set, the Open Molecules 2025 dataset).

The geometry in ORCA input format:
```
! wB97M-V def2-TZVPD RIJCOSX def2/J DEFGRID3
* xyz 0 1
O -5.27279 -0.78119 -2.30961
V -3.80904 -0.55036 -1.65095
O -3.50779 -1.93968 -0.92468
C 0.49750 -0.30198 0.36546
F 0.14274 0.22812 1.51725
F 1.83424 -0.12286 0.19018
F 0.29426 -1.58729 0.47509
S -0.43887 0.43584 -1.04299
O 0.03661 -0.26983 -2.18902
O -1.74875 0.14094 -0.52330
O -0.09083 1.81716 -1.04648
C -3.77047 4.89557 -1.25717
C -2.27576 4.65715 -1.35380
C -1.94382 3.86343 -2.57908
C -2.48265 2.50334 -2.54129
N -2.93017 1.44585 -2.47759
H -4.18706 5.30180 -2.14959
H -4.00653 5.58600 -0.44437
H -4.31398 3.94116 -1.05583
H -1.96231 4.09924 -0.46322
H -1.71231 5.58900 -1.35786
H -0.84972 3.79401 -2.71154
H -2.28144 4.32575 -3.51271
C 3.43596 -4.10552 0.67963
C 2.93060 -3.45402 1.92100
C 2.61906 -4.43773 3.08929
C 2.24680 -3.70829 4.31473
N 1.96286 -3.00666 5.18162
H 4.43534 -4.52572 0.87694
H 3.47151 -3.41717 -0.16435
H 2.81930 -4.98299 0.42700
H 1.97944 -2.91698 1.70360
H 3.69992 -2.74054 2.22573
H 3.45810 -5.10862 3.27048
H 1.73943 -5.04603 2.83002
C -2.18383 -2.24525 -7.18738
C -1.96182 -0.74694 -7.04862
C -1.34700 -0.39926 -5.72088
C -1.99386 -0.88688 -4.48221
N -2.54234 -1.12445 -3.49360
H -1.20293 -2.73854 -7.25402
H -2.76743 -2.52626 -8.07398
H -2.69568 -2.67592 -6.33905
H -2.88396 -0.20662 -7.22779
H -1.31681 -0.34254 -7.83303
H -1.24228 0.67309 -5.65680
H -0.33683 -0.76967 -5.66898
C 2.74409 1.44707 -4.42005
C 3.35831 0.14965 -3.98705
C 3.53229 0.13037 -2.48082
C 4.58249 1.02036 -1.96722
N 5.44772 1.63544 -1.54747
H 3.26313 2.31128 -3.99528
H 1.68364 1.54842 -4.13108
H 2.85504 1.58275 -5.50834
H 4.34310 0.06425 -4.48380
H 2.76198 -0.70457 -4.29299
H 3.76969 -0.86157 -2.02810
H 2.59053 0.43904 -2.01040
C -2.21348 2.66511 2.01903
C -3.07851 1.84132 2.90783
C -4.49270 1.63395 2.36117
C -4.49361 0.99039 1.07085
N -4.38247 0.43057 0.08076
H -1.21487 2.86457 2.44704
H -2.65201 3.64790 1.84051
H -1.96679 2.13331 1.09299
H -3.17251 2.20212 3.93211
H -2.57024 0.86998 3.05798
H -5.04230 2.54674 2.22332
H -5.11908 1.01187 3.03026
C -1.07110 -2.50220 3.15049
C -1.35076 -3.33445 4.38630
C -1.41377 -2.42883 5.67698
C -2.49072 -1.47136 5.51919
N -3.27162 -0.68283 5.15260
H -0.11025 -1.98058 3.22506
H -1.86017 -1.78208 2.97748
H -1.12570 -3.12530 2.27684
H -0.62131 -4.13827 4.51702
H -2.34582 -3.76434 4.24436
H -0.49258 -1.87635 5.81599
H -1.63618 -3.05983 6.52130
C 3.01263 4.53018 2.08194
C 2.23490 3.44150 1.29677
C 2.38668 3.63585 -0.21222
C 1.81514 4.91922 -0.68619
N 1.28739 5.89180 -1.02435
H 4.07319 4.56276 1.84385
H 2.90354 4.41515 3.18132
H 2.50463 5.48435 1.85340
H 1.18346 3.56431 1.54714
H 2.42896 2.36750 1.53682
H 1.89101 2.83219 -0.74285
H 3.43364 3.53583 -0.44428
C -0.85805 -3.68578 -2.02591
C 0.50103 -4.33147 -1.99983
C 1.66428 -3.42521 -2.46932
C 1.43622 -3.15457 -3.89257
N 1.11316 -2.94476 -4.96920
H -0.85888 -2.73580 -1.46767
H -1.63546 -4.34472 -1.60367
H -1.14206 -3.39766 -3.05970
H 0.54349 -5.26671 -2.59149
H 0.69332 -4.63878 -0.95023
H 2.64031 -3.91262 -2.34044
H 1.67257 -2.47968 -1.95889
C 2.53863 0.15580 4.06721
C 1.63615 0.40837 5.29730
C 0.29610 1.04339 4.92566
C -0.44932 1.45287 6.08017
N -1.02380 1.67166 7.04315
H 3.24378 -0.64657 4.27790
H 2.95845 1.13854 3.80212
H 1.90540 -0.14168 3.21145
H 2.17390 1.12081 5.96262
H 1.48636 -0.54200 5.82125
H -0.39763 0.44746 4.30529
H 0.41878 1.94282 4.30238
*
```

Highest occupied orbital energy   -10.19 eV
E_tot   -3958.461470 hartree
HOMO-LUMO gap   9.7 eV

Entry 4:
# C37H67NO2P2RhSi5Te

A structure of composition C37H67NO2P2RhSi5Te (ωB97M-V with the def2-TZVPD basis set, the Open Molecules 2025 dataset).

The geometry in ORCA input format:
```
! wB97M-V def2-TZVPD RIJCOSX def2/J DEFGRID3
* xyz -1 1
Rh 0.36830 -1.05567 0.09303
C -0.17259 -1.94572 3.66828
P 0.10727 -0.60502 2.44494
C -1.12775 0.61479 2.98334
C 1.66844 0.14034 3.09129
C 2.91674 -0.29841 2.30746
P 2.57553 -1.53792 0.96917
C 4.12898 -1.39921 0.02009
C 2.91186 -3.09070 1.89317
H -0.31480 -1.52005 4.66471
H 0.68785 -2.61251 3.69577
H -1.04787 -2.53288 3.39273
H -0.99884 0.87500 4.03672
H -2.13079 0.21649 2.83017
H -1.03282 1.50124 2.35686
H 1.75849 -0.09018 4.15592
H 1.54090 1.22001 3.00084
H 3.67756 -0.71813 2.96934
H 3.35205 0.56687 1.80713
H 4.98969 -1.44332 0.69147
H 4.13959 -0.45721 -0.52843
H 4.18909 -2.22309 -0.69122
H 3.70229 -2.91823 2.62650
H 3.22237 -3.87934 1.21076
H 2.01460 -3.44365 2.39446
C 2.79465 4.01672 2.29518
Si 0.97122 4.47257 2.17231
C 0.88711 6.35776 2.05995
C 0.14608 3.99223 3.80077
Si -0.00328 3.44073 0.29735
Te 1.36274 1.41926 -0.29617
Si -2.34201 3.69973 0.39866
C -3.36956 2.78788 1.68028
C -3.08600 3.47002 -1.31036
C -2.56883 5.51759 0.89327
Si 0.68909 4.75673 -1.54064
C -0.11850 6.46149 -1.67097
C 0.34317 3.86829 -3.15898
C 2.55044 5.03712 -1.42276
H 3.26472 4.52470 3.14270
H 3.32789 4.29668 1.38478
H 2.92443 2.94012 2.41953
H 1.32343 6.80649 2.95740
H -0.14023 6.71424 1.96955
H 1.44592 6.72552 1.19712
H 0.59659 4.54826 4.62838
H 0.25829 2.92722 4.00984
H -0.92373 4.21532 3.78663
H -3.44439 1.72814 1.45056
H -4.37059 3.23121 1.67408
H -2.96250 2.90343 2.68752
H -2.81748 2.48976 -1.70411
H -2.71196 4.23597 -1.99409
H -4.17677 3.54475 -1.28302
H -2.31041 5.65871 1.94618
H -3.62050 5.79722 0.77469
H -1.96851 6.20927 0.30353
H -1.18784 6.37956 -1.87713
H 0.33788 7.00780 -2.50224
H 0.00874 7.05921 -0.76654
H -0.72035 3.66113 -3.28910
H 0.87079 2.91373 -3.18839
H 0.67657 4.47853 -4.00418
H 2.81705 5.64340 -0.55482
H 2.91936 5.54762 -2.31714
H 3.06694 4.07806 -1.33816
C 2.38923 -0.88787 -2.91359
Si 0.60211 -1.17143 -2.31275
C -0.42444 0.08301 -3.30992
C 0.14028 -2.83383 -3.16301
C 1.01999 -3.43505 -4.07134
C 0.72259 -4.63609 -4.70202
C -0.47998 -5.27728 -4.44318
C -1.37739 -4.69459 -3.55992
C -1.07125 -3.49277 -2.93579
H 2.40825 -0.79756 -4.00386
H 3.07911 -1.68611 -2.62881
H 2.76846 0.05021 -2.50292
H 0.10864 0.35319 -4.22659
H -0.62311 0.99808 -2.75034
H -1.37586 -0.36938 -3.59409
H 1.97418 -2.96859 -4.28509
H 1.43463 -5.07481 -5.39219
H -0.71509 -6.21898 -4.92524
H -2.32105 -5.18291 -3.34199
H -1.77757 -3.06919 -2.23792
C -4.35347 -4.12689 1.04993
C -3.53591 -4.95742 0.29097
C -2.21931 -4.62627 0.03084
C -1.63112 -3.44138 0.52769
C -2.48927 -2.60634 1.26431
C -3.80854 -2.94157 1.52205
N -0.31421 -3.10369 0.24585
C 0.57653 -4.16702 0.11751
C 1.65114 -4.15172 -0.78313
C 2.53767 -5.21206 -0.88835
C 2.42343 -6.32759 -0.07190
C 1.38912 -6.35056 0.85906
C 0.49093 -5.30402 0.95053
H -5.38522 -4.38705 1.24850
H -3.93417 -5.87739 -0.12327
H -1.62431 -5.28360 -0.58968
H -2.12617 -1.64957 1.60672
H -4.41928 -2.25227 2.09568
H 1.79567 -3.29059 -1.41431
H 3.33161 -5.15556 -1.62554
H 3.11892 -7.15319 -0.15277
H 1.28261 -7.19539 1.53064
H -0.29965 -5.34969 1.68935
C -3.53459 -0.77169 -1.49706
O -2.19876 -1.17941 -1.22605
C -1.46802 -0.37054 -0.40659
O -1.98299 0.66719 -0.02684
H -3.95582 -1.54553 -2.13651
H -3.55348 0.19146 -2.00929
H -4.11086 -0.69638 -0.57379
*
```

Energy relative to the best compared isomer or geometry (same formula, charge and spin)   0.0 kcal per mole
Highest occupied orbital energy   -3.94 eV
E_tot   -4164.351927 hartree
HOMO-LUMO gap   6.3 eV

| no. | E_LUMO (eV) |
| --- | --- |
| 1 | 1.2 |
| 2 | -5.6 |
| 3 | -0.5 |
| 4 | 2.4 |